The following is a quantum chemistry calculation of a molecular structure, C32H45CoN2O5PSb2 at a distorted geometry, from the Open Molecules 2025 dataset.

The geometry in ORCA input format:
```
! wB97M-V def2-TZVPD RIJCOSX def2/J DEFGRID3
* xyz 1 1
Co 0.575 -0.030 0.673
O 2.343 -0.510 0.432
C 2.962 -0.716 -0.719
C 4.352 -0.906 -0.689
C 5.056 -1.145 -1.849
C 4.409 -1.208 -3.088
C 3.051 -1.017 -3.136
C 2.310 -0.760 -1.969
C 0.899 -0.515 -2.103
N 0.135 -0.172 -1.130
N -1.216 0.112 -1.418
C -1.805 0.526 -0.332
O -1.168 0.633 0.827
C -3.238 0.893 -0.361
C -3.946 0.995 0.832
C -5.294 1.321 0.815
C -5.934 1.557 -0.393
C -5.226 1.465 -1.585
C -3.882 1.132 -1.573
H 4.845 -0.854 0.273
H 6.128 -1.287 -1.802
H 4.975 -1.400 -3.989
H 2.522 -1.054 -4.082
H 0.436 -0.553 -3.089
H -3.432 0.821 1.767
H -5.846 1.394 1.743
H -6.984 1.816 -0.408
H -5.724 1.655 -2.527
H -3.322 1.053 -2.495
C 2.032 2.468 -1.882
Sb 0.921 2.429 -0.059
C -0.885 3.267 -0.830
C 1.659 4.277 0.778
C 3.006 4.099 1.406
C 4.147 4.434 0.677
C 5.418 4.275 1.203
C 5.572 3.771 2.485
C 4.450 3.412 3.212
C 3.164 3.554 2.686
C 1.999 3.047 3.469
Sb 1.518 1.013 2.915
C 3.422 0.149 3.288
C 0.592 0.467 4.756
H 3.072 2.207 -1.689
H 1.974 3.466 -2.315
H 1.613 1.744 -2.579
H -0.678 4.256 -1.239
H -1.628 3.351 -0.039
H -1.280 2.627 -1.617
H 0.891 4.607 1.475
H 1.711 5.007 -0.030
H 4.028 4.858 -0.315
H 6.283 4.561 0.619
H 6.557 3.656 2.916
H 4.567 3.016 4.215
H 1.099 3.652 3.379
H 2.233 2.953 4.531
H 3.455 -0.214 4.315
H 4.194 0.902 3.143
H 3.596 -0.663 2.591
H 1.209 0.822 5.581
H 0.531 -0.618 4.797
H -0.407 0.889 4.846
C -2.508 -1.698 4.478
C -2.055 -1.253 3.111
O -0.824 -1.974 2.779
P -0.225 -1.917 1.324
O 0.771 -3.127 1.242
C 2.024 -3.171 1.990
C 1.848 -3.980 3.252
O -1.430 -2.394 0.445
C -1.285 -3.021 -0.870
C -1.906 -4.392 -0.814
H -3.416 -1.158 4.749
H -1.754 -1.499 5.235
H -2.729 -2.764 4.480
H -1.855 -0.184 3.050
H -2.796 -1.510 2.354
H 2.347 -2.154 2.188
H 2.743 -3.624 1.311
H 1.151 -3.497 3.937
H 2.814 -4.081 3.750
H 1.475 -4.977 3.022
H -0.226 -3.076 -1.125
H -1.783 -2.364 -1.576
H -1.411 -5.012 -0.067
H -1.805 -4.875 -1.787
H -2.966 -4.325 -0.571
*
```

## Properties
* total energy: -107119.0385 eV
* relative energy (zero: lowest compared OMol25 entry of this formula, charge and spin): 24.5 kcal per mole
* E_HOMO (spin up / spin down): -10.12 / -10.12 eV
* gap between HOMO and LUMO (spin up / spin down): 7.10 / 7.10 eV